--- a ---
Entry from the Open Molecules 2025 dataset: C4H7N2 as an isolated structure (the ωB97M-V functional and the def2-TZVPD basis).

Results
Kohn-Sham gap (spin up / spin down) = 7.77 / 7.76 eV
net charge = +1
LUMO (spin up / spin down) = -5.4 / -5.4 eV

XYZ file:
```
13
C4H7N2, DFT the ωB97M-V functional and the def2-TZVPD basis
C -0.195 -2.180 -1.257
C -0.398 1.487 -0.842
C 0.646 1.293 1.383
C -0.279 0.130 -0.667
N 0.207 0.909 0.279
N -0.079 -1.026 -1.045
H -0.473 -2.572 0.904
H 0.329 -2.895 -1.890
H 0.333 2.134 -1.429
H -1.394 1.933 -0.745
H 1.113 0.591 2.070
H 0.703 2.261 1.726
H -0.512 -2.065 1.514
```

---

--- b ---
Entry from the Open Molecules 2025 dataset: an isolated ion of composition C4H7N2 and charge +1 (the ωB97M-V functional and the def2-TZVPD basis).

Results
Kohn-Sham gap = 10.32 eV
net charge = +1
LUMO = -4.3 eV
SMILES = C=NC[N+]#CC

XYZ file:
```
13
C4H7N2, DFT the ωB97M-V functional and the def2-TZVPD basis
C 0.718 -2.147 0.068
N 1.480 -1.433 -0.583
C 1.449 -0.130 -0.935
N 0.345 0.895 -0.475
C -0.579 1.156 0.178
C -1.772 1.563 0.781
H 0.913 -3.249 0.239
H -0.243 -1.975 0.646
H 1.470 -0.156 -2.096
H 2.444 0.422 -0.655
H -1.695 2.620 0.831
H -1.985 1.174 1.839
H -2.545 1.260 0.161
```

---

--- c ---
Entry from the Open Molecules 2025 dataset: C4H7N2 as an isolated structure (the ωB97M-V functional and the def2-TZVPD basis).

Results
Kohn-Sham gap (spin up / spin down) = 7.85 / 8.66 eV
net charge = +1
LUMO (spin up / spin down) = -7.7 / -6.7 eV

XYZ file:
```
13
C4H7N2, DFT the ωB97M-V functional and the def2-TZVPD basis
C 0.399 -0.038 -0.088
C -2.213 -0.007 0.839
C 0.011 0.595 -1.307
C 1.776 -0.224 0.463
N -0.800 -0.793 -0.040
N -0.152 -0.800 -1.315
H -3.209 0.065 0.393
H -2.094 -0.103 1.955
H -0.838 1.192 -1.105
H 0.890 0.927 -1.781
H 1.631 -0.130 1.570
H 2.472 0.548 0.028
H 2.128 -1.232 0.388
```

---

--- d ---
Entry from the Open Molecules 2025 dataset: an isolated ion of composition C4H7N2 and charge +1 (the ωB97M-V functional and the def2-TZVPD basis).

Results
Kohn-Sham gap = 9.96 eV
net charge = +1
LUMO = -5.5 eV
SMILES = C#[N+]N=C(C)C

XYZ file:
```
13
C4H7N2, DFT the ωB97M-V functional and the def2-TZVPD basis
C -3.419 -0.096 -0.725
N -2.328 0.210 -0.366
N -1.155 0.757 -0.313
C -0.059 0.374 0.210
C 0.087 -0.902 1.004
C 1.069 1.361 0.180
H -4.248 -0.332 -1.237
H 0.892 -0.841 1.684
H -0.750 -1.017 1.672
H 0.057 -1.809 0.392
H 1.803 1.320 -0.734
H 0.864 2.478 -0.069
H 1.631 1.203 1.091
```

---

The least stable of them is c.

---

--- a ---
Entry from the Open Molecules 2025 dataset: a 2-piece molecular cluster, C8H18N2 overall (the ωB97M-V functional and the def2-TZVPD basis).

Results
Kohn-Sham gap (spin up / spin down) = 7.46 / 7.46 eV
net charge = +2
LUMO (spin up / spin down) = -10.3 / -10.3 eV

XYZ file:
```
28
C8H18N2, DFT the ωB97M-V functional and the def2-TZVPD basis
C 1.392 0.227 -0.242
C -0.396 0.999 0.778
C 1.841 -2.138 0.285
C 2.093 0.440 -1.537
C 0.915 2.796 0.220
C -3.135 -0.042 0.954
C -2.020 -0.817 -1.029
C 1.311 -0.843 0.640
N 0.653 1.329 0.127
N -1.929 -0.525 0.392
H -1.362 -1.251 0.975
H -1.002 1.630 1.421
H 1.917 -2.393 -0.816
H 2.815 -2.163 0.781
H 1.135 -2.835 0.802
H 3.102 0.009 -1.422
H 1.584 -0.084 -2.371
H 2.097 1.483 -1.831
H 0.134 3.209 0.853
H 0.879 3.244 -0.876
H 1.789 3.063 0.786
H -3.029 0.886 1.571
H -3.773 -0.796 1.475
H -3.656 0.268 0.088
H -1.073 -1.020 -1.523
H -2.644 -0.007 -1.426
H -2.439 -1.828 -1.137
H 1.047 -0.663 1.625
```

---

--- b ---
Entry from the Open Molecules 2025 dataset: an isolated ion of composition C8H18N2 and charge +2 (the ωB97M-V functional and the def2-TZVPD basis).

Results
Kohn-Sham gap (spin up / spin down) = 8.77 / 8.77 eV
net charge = +2
LUMO (spin up / spin down) = -10.1 / -10.1 eV

XYZ file:
```
28
C8H18N2, DFT the ωB97M-V functional and the def2-TZVPD basis
C 2.599 0.090 -0.148
C -0.262 -1.947 -0.542
C 0.989 -1.812 0.280
C -1.378 -1.142 0.247
C -0.271 0.770 1.016
C 2.884 1.497 -0.141
C -0.980 0.770 -1.278
C -2.567 0.983 0.566
N 1.452 -0.473 0.029
N -1.307 0.334 0.179
H 3.429 -0.672 -0.202
H -0.082 -1.644 -1.612
H -0.666 -2.905 -0.456
H 0.684 -1.956 1.294
H 1.870 -2.523 0.074
H -2.304 -1.350 -0.276
H -1.390 -1.437 1.279
H -0.221 0.185 1.997
H 0.106 1.778 1.072
H 1.816 1.983 -0.248
H 3.410 1.741 0.783
H 3.598 1.754 -0.910
H -1.425 1.782 -1.499
H 0.161 0.840 -1.252
H -1.316 0.112 -2.118
H -2.874 1.828 -0.115
H -3.310 0.134 0.409
H -2.646 1.279 1.575
```

---

The least stable of them is a.

---

--- a ---
Entry from the Open Molecules 2025 dataset: one molecule with the formula C3H3BrFNO (the ωB97M-V functional and the def2-TZVPD basis).

Results
Kohn-Sham gap = 10.82 eV
net charge = 0
LUMO = 0.6 eV
SMILES = O=C1NC[C@]1(F)Br

XYZ file:
```
10
C3H3BrFNO, DFT the ωB97M-V functional and the def2-TZVPD basis
O 0.622 -2.212 -0.532
C 0.234 -1.142 -0.262
N -0.862 -0.472 -0.550
C -0.692 0.769 0.176
C 0.841 0.122 0.466
F 1.183 -0.024 1.766
Br 2.319 0.976 -0.441
H -1.625 -0.514 -1.173
H -1.400 0.715 0.982
H -0.620 1.783 -0.431
```

---

--- b ---
Entry from the Open Molecules 2025 dataset: one molecule with the formula C3H3BrFNO (the ωB97M-V functional and the def2-TZVPD basis).

Results
Kohn-Sham gap = 9.03 eV
net charge = 0
LUMO = -1.2 eV
SMILES = O=C1NC[C@]1(F)Br

XYZ file:
```
10
C3H3BrFNO, DFT the ωB97M-V functional and the def2-TZVPD basis
O -0.377 -2.215 0.753
C -0.045 -1.172 0.303
N 1.053 -0.341 0.480
C 0.561 0.835 -0.146
C -0.624 -0.039 -0.575
F -0.978 -0.161 -1.814
Br -2.561 0.987 0.429
H 1.681 -0.440 1.205
H 1.168 0.895 -1.129
H 0.122 1.650 0.494
```

---

The least stable of them is b.

---

--- a ---
Entry from the Open Molecules 2025 dataset: a 2-piece molecular cluster, C2H9N2S overall (the ωB97M-V functional and the def2-TZVPD basis).

Results
Kohn-Sham gap (spin up / spin down) = 7.29 / 7.29 eV
net charge = +1
LUMO (spin up / spin down) = -3.9 / -3.9 eV

XYZ file:
```
14
C2H9N2S, DFT the ωB97M-V functional and the def2-TZVPD basis
C -1.205 -0.600 0.103
C 1.494 -0.167 0.579
N -1.403 0.524 -0.879
N 1.339 0.825 1.414
S 2.141 0.017 -1.037
H -1.863 -0.227 0.876
H -1.404 -1.641 -0.102
H 1.602 -1.135 0.945
H -1.948 1.266 -0.363
H -2.076 0.303 -1.687
H 1.167 1.758 1.118
H -0.601 0.917 -1.351
H 1.203 0.437 2.408
H 1.881 -1.258 -1.556
```

---

--- b ---
Entry from the Open Molecules 2025 dataset: a 2-piece molecular cluster, C2H9N2S overall (the ωB97M-V functional and the def2-TZVPD basis).

Results
Kohn-Sham gap = 7.90 eV
net charge = +1
LUMO = -5.6 eV

XYZ file:
```
14
C2H9N2S, DFT the ωB97M-V functional and the def2-TZVPD basis
C -0.499 -0.135 -0.907
C 0.696 -0.765 -0.367
N -1.279 1.327 0.490
N 0.433 -1.786 0.605
S 1.705 0.719 0.526
H -1.406 -0.651 -0.915
H -0.351 0.488 -1.748
H 1.219 -1.311 -1.168
H -1.997 1.698 -0.062
H -0.605 2.071 0.553
H -0.180 -1.520 1.254
H -1.274 1.134 1.438
H 1.256 -2.422 0.876
H 2.282 1.152 -0.576
```

---

The least stable of them is a.

---

--- a ---
Entry from the Open Molecules 2025 dataset: a 2-piece molecular cluster, C2H9N2S overall (the ωB97M-V functional and the def2-TZVPD basis).

Results
Kohn-Sham gap = 10.56 eV
net charge = +1
LUMO = -3.8 eV

XYZ file:
```
14
C2H9N2S, DFT the ωB97M-V functional and the def2-TZVPD basis
C 1.262 1.070 -0.187
C 0.277 0.000 0.098
N 0.066 -1.085 -0.904
N -1.072 0.650 0.339
S -1.476 -1.934 -0.706
H 1.016 1.443 -1.212
H 2.187 0.701 -0.220
H 1.125 1.816 0.678
H 0.493 -0.680 1.566
H 0.953 -1.651 -0.924
H -1.734 -0.117 0.233
H -1.163 1.395 -0.409
H -0.896 0.975 1.289
H -1.036 -2.583 0.360
```

---

--- b ---
Entry from the Open Molecules 2025 dataset: a 2-piece molecular cluster, C2H9N2S overall (the ωB97M-V functional and the def2-TZVPD basis).

Results
Kohn-Sham gap = 8.63 eV
net charge = +1
LUMO = -3.8 eV

XYZ file:
```
14
C2H9N2S, DFT the ωB97M-V functional and the def2-TZVPD basis
S -2.356 2.539 2.210
H -2.274 1.959 3.408
H -1.784 1.505 1.598
C 0.068 -1.060 -0.364
C 1.080 -0.178 -0.403
N 1.591 0.092 -1.774
N -0.643 -1.582 0.691
H -0.368 -1.288 -1.361
H 1.545 0.439 0.366
H 2.513 -0.401 -1.944
H 0.976 -0.286 -2.493
H 1.729 1.122 -1.991
H -0.528 -1.085 1.592
H -1.550 -1.775 0.466
```

---

The least stable of them is a.

---

--- a ---
Entry from the Open Molecules 2025 dataset: a 2-piece molecular cluster, CH6N3O2 overall (the ωB97M-V functional and the def2-TZVPD basis).

Results
Kohn-Sham gap = 9.31 eV
net charge = +1
LUMO = -6.0 eV

XYZ file:
```
12
CH6N3O2, DFT the ωB97M-V functional and the def2-TZVPD basis
C 0.441 0.078 0.112
N 1.600 -0.645 0.005
N -0.761 -0.526 -0.214
N 0.489 1.403 0.111
O -1.204 -1.749 0.248
O -2.120 0.783 0.018
H 1.708 -1.731 -0.062
H 2.419 -0.118 0.186
H 1.433 1.757 0.049
H -0.366 1.954 0.183
H -1.658 -2.312 -0.350
H -2.895 0.278 0.201
```

---

--- b ---
Entry from the Open Molecules 2025 dataset: a 2-piece molecular cluster, CH6N3O2 overall (the ωB97M-V functional and the def2-TZVPD basis).

Results
Kohn-Sham gap (spin up / spin down) = 7.93 / 9.42 eV
net charge = +1
LUMO (spin up / spin down) = -6.4 / -5.2 eV

XYZ file:
```
12
CH6N3O2, DFT the ωB97M-V functional and the def2-TZVPD basis
C 0.261 -0.094 -0.617
N -0.443 -1.039 -1.156
N -0.420 0.102 1.802
N 1.116 0.733 -1.079
O -1.536 -0.592 1.819
O 1.726 1.704 -0.316
H -1.067 -1.590 -0.577
H -0.444 -1.264 -2.148
H 0.341 -0.538 2.060
H 1.530 0.741 -2.014
H -2.297 0.018 1.709
H 1.234 1.819 0.516
```

---

The least stable of them is b.

---

--- a ---
Entry from the Open Molecules 2025 dataset: a 2-piece molecular cluster, C4H12N2O2 overall (the ωB97M-V functional and the def2-TZVPD basis).

Results
Kohn-Sham gap (spin up / spin down) = 11.15 / 6.11 eV
net charge = +1
2S+1 = 2
LUMO (spin up / spin down) = -3.1 / -8.1 eV
<S²> = 0.75

XYZ file:
```
20
C4H12N2O2, DFT the ωB97M-V functional and the def2-TZVPD basis
C 0.485 2.132 0.772
N 0.406 0.666 0.534
C 0.928 -0.007 1.749
C -0.930 0.216 0.101
C -1.064 -1.300 0.185
N -0.032 -1.970 -0.448
O -1.887 -1.917 0.802
H 0.144 2.411 1.770
H 1.513 2.428 0.586
H -0.196 2.637 0.084
H 1.917 0.436 1.940
H 1.131 -1.050 1.582
H 0.296 0.257 2.597
H -1.047 0.575 -0.931
H -1.644 0.700 0.790
H -0.097 -2.963 -0.548
H 0.591 -1.451 -1.059
H 0.204 0.130 -3.605
H -0.805 -1.130 -3.538
O 0.087 -0.801 -3.363
```

---

--- b ---
Entry from the Open Molecules 2025 dataset: a 2-piece molecular cluster, C4H12N2O2 overall (the ωB97M-V functional and the def2-TZVPD basis).

Results
Kohn-Sham gap (spin up / spin down) = 10.76 / 5.10 eV
net charge = +1
2S+1 = 2
LUMO (spin up / spin down) = -4.0 / -9.6 eV
<S²> = 0.77

XYZ file:
```
20
C4H12N2O2, DFT the ωB97M-V functional and the def2-TZVPD basis
C 0.683 -1.616 0.129
N -0.694 -1.070 -0.042
C -1.004 0.210 0.294
N 0.303 0.939 0.460
O -2.044 0.652 0.619
C 1.479 -1.418 -1.216
C 2.732 -2.265 -1.200
H 0.526 -2.737 0.351
H 1.109 -1.187 1.075
H -1.373 -1.767 0.240
H 0.476 1.157 1.468
H 0.224 2.035 0.184
H 0.976 -1.764 -2.108
H 1.546 -0.402 -1.196
H 3.402 -2.141 -0.263
H 2.675 -3.396 -1.292
H 3.275 -2.067 -2.185
H -2.379 3.290 0.677
H -0.817 3.406 0.752
O -1.738 3.975 0.796
```

---

The least stable of them is b.